(1)
The following is a quantum chemistry calculation of a single C18H21N3O2S molecule, from the OMol25 dataset.

Bonds (Å) are listed after each position.
Cartesian coordinates (Å):
1 O -1.5296 -4.3789 -0.5717  C2 1.222
2 C -1.7287 -3.8902 0.5305  O1 1.222, N3 1.354, C20 1.462
3 N -1.0422 -2.7982 0.9432  C2 1.354, N4 1.392, H25 1.012
4 N -0.1318 -2.2010 0.0767  N3 1.392, C5 1.353, H26 1.013
5 C 0.4040 -0.9941 0.3732  N4 1.353, O6 1.216, C7 1.516
6 O 0.1550 -0.4407 1.4265  C5 1.216
7 C 1.2906 -0.4340 -0.7210  C5 1.516, C8 1.528, C19 1.534, H27 1.096
8 C 2.3780 0.4588 -0.1242  C7 1.528, C9 1.534, H28 1.090, H29 1.092
9 C 3.1791 1.1324 -1.2451  C8 1.534, N10 1.446, H30 1.098, H31 1.091
10 N 2.3838 1.8698 -2.2008  C9 1.446, C11 1.452, C18 1.444
11 C 2.0964 3.2607 -1.8991  N10 1.452, C12 1.512, H32 1.095, H33 1.095
12 C 1.1561 3.5418 -0.7485  C11 1.512, C13 1.390, C17 1.390
13 C -0.2131 3.6484 -0.9621  C12 1.390, C14 1.384, H34 1.082
14 C -1.0799 3.8593 0.0959  C13 1.384, C15 1.384, H35 1.081
15 C -0.5873 3.9732 1.3844  C14 1.384, C16 1.384, H36 1.080
16 C 0.7763 3.8910 1.6066  C15 1.384, C17 1.384, H37 1.080
17 C 1.6406 3.6811 0.5466  C12 1.390, C16 1.384, H38 1.081
18 C 1.3045 1.0706 -2.7302  N10 1.444, C19 1.536, H39 1.098, H40 1.092
19 C 0.4195 0.4030 -1.6672  C7 1.534, C18 1.536, H41 1.091, H42 1.092
20 C -2.6847 -4.4369 1.4925  C2 1.462, C21 1.369, S24 1.736
21 C -3.4671 -5.5420 1.2878  C20 1.369, C22 1.407, H43 1.075
22 C -4.2954 -5.8393 2.3853  C21 1.407, C23 1.360, H44 1.075
23 C -4.1362 -4.9605 3.4110  C22 1.360, S24 1.714, H45 1.072
24 S -2.9731 -3.7508 3.0611  C20 1.736, C23 1.714
25 H -1.1839 -2.2747 1.7983  N3 1.012
26 H -0.0554 -2.6998 -0.8019  N4 1.013
27 H 1.7481 -1.2566 -1.2818  C7 1.096
28 H 1.9010 1.2040 0.5122  C8 1.090
29 H 3.0506 -0.1366 0.4958  C8 1.092
30 H 3.7114 0.3537 -1.8077  C9 1.098
31 H 3.9252 1.8054 -0.8187  C9 1.091
32 H 1.6843 3.6993 -2.8140  C11 1.095
33 H 3.0596 3.7418 -1.7011  C11 1.095
34 H -0.6041 3.5670 -1.9674  C13 1.082
35 H -2.1422 3.9346 -0.0866  C14 1.081
36 H -1.2632 4.1319 2.2114  C15 1.080
37 H 1.1682 3.9896 2.6083  C16 1.080
38 H 2.7056 3.6264 0.7262  C17 1.081
39 H 1.7598 0.2831 -3.3453  C18 1.098
40 H 0.6930 1.6956 -3.3839  C18 1.092
41 H -0.1025 1.1622 -1.0834  C19 1.091
42 H -0.3245 -0.2275 -2.1592  C19 1.092
43 H -3.4321 -6.1065 0.3741  C21 1.075
44 H -4.9790 -6.6684 2.4131  C22 1.075
45 H -4.6346 -4.9478 4.3602  C23 1.072

Total energy, Eh: -1411.44495
HOMO, eV: -8.2
Charge: 0
Structure (SMILES): O=C(NNC(=O)C1CCN(Cc2ccccc2)CC1)c1cccs1

Atomic partial charges in e from the natural (NBO) method, atoms 1 to 8: number 1, O, carries -0.63; number 2, C, carries 0.63; number 3, N, carries -0.44; number 4, N, carries -0.45; number 5, C, carries 0.68; number 6, O, carries -0.64; number 7, C, carries -0.31; number 8, C, carries -0.41

---

(2)
The following is a quantum chemistry calculation of a single C18H21N3O5S molecule at a distorted geometry, from the OMol25 dataset.

Bonds (Å) are listed after each position.
Cartesian coordinates (Å):
1 C 6.8865 2.7271 0.3124  O2 1.408, H28 1.089, H29 1.095, H30 1.095
2 O 6.7880 1.3830 -0.0948  C1 1.408, C3 1.357
3 C 5.5722 0.7808 -0.0702  O2 1.357, C4 1.391, C27 1.398
4 C 4.3859 1.3874 0.3303  C3 1.391, C5 1.384, H31 1.078
5 C 3.1983 0.6774 0.3119  C4 1.384, C6 1.390, H32 1.079
6 C 3.1671 -0.6445 -0.1170  C5 1.390, N7 1.398, C26 1.396
7 N 1.9970 -1.4090 -0.1181  C6 1.398, C8 1.348, H33 1.021
8 C 0.7400 -1.0042 -0.3866  N7 1.348, C9 1.414, C22 1.423
9 C 0.4839 0.2164 -1.0525  C8 1.414, C10 1.370, H34 1.078
10 C -0.7936 0.6412 -1.3053  C9 1.370, C11 1.395, H35 1.078
11 C -1.8832 -0.1331 -0.9079  C10 1.395, S12 1.797, C21 1.368
12 S -3.5544 0.4654 -1.1875  C11 1.797, O13 1.431, O14 1.433, N15 1.651
13 O -4.4063 -0.6747 -1.3348  S12 1.431
14 O -3.4855 1.4421 -2.2341  S12 1.433
15 N -4.0228 1.2558 0.1840  S12 1.651, C16 1.447, C20 1.440
16 C -3.5478 2.6027 0.4143  N15 1.447, C17 1.533, H36 1.097, H37 1.091
17 C -2.8341 2.7343 1.7651  C16 1.533, C18 1.525, H38 1.091, H39 1.090
18 C -2.1034 1.4359 2.0919  C17 1.525, C19 1.533, H40 1.091, H41 1.092
19 C -3.1132 0.2996 2.2898  C18 1.533, C20 1.542, H42 1.091, H43 1.090
20 C -4.3270 0.4766 1.3558  N15 1.440, C19 1.542, H44 1.095, H45 1.089
21 C -1.6826 -1.3479 -0.3106  C11 1.368, C22 1.399, H46 1.079
22 C -0.3868 -1.8015 -0.0424  C8 1.423, C21 1.399, N23 1.418
23 N -0.2677 -3.0595 0.6017  C22 1.418, O24 1.215, O25 1.229
24 O -1.2631 -3.5437 1.1019  N23 1.215
25 O 0.8341 -3.6031 0.6412  N23 1.229
26 C 4.3628 -1.2606 -0.4904  C6 1.396, C27 1.375, H47 1.079
27 C 5.5448 -0.5583 -0.4716  C3 1.398, C26 1.375, H48 1.078
28 H 7.9375 2.9900 0.2060  C1 1.089
29 H 6.2837 3.3845 -0.3222  C1 1.095
30 H 6.5869 2.8531 1.3576  C1 1.095
31 H 4.3718 2.4100 0.6719  C4 1.078
32 H 2.2951 1.1529 0.6632  C5 1.079
33 H 2.0875 -2.3880 0.1560  N7 1.021
34 H 1.3262 0.7946 -1.3969  C9 1.078
35 H -0.9845 1.5596 -1.8375  C10 1.078
36 H -4.4000 3.2922 0.3682  C16 1.097
37 H -2.8797 2.8479 -0.4123  C16 1.091
38 H -3.5613 2.9408 2.5520  C17 1.091
39 H -2.1359 3.5708 1.7256  C17 1.090
40 H -1.5011 1.5565 2.9937  C18 1.091
41 H -1.4257 1.1966 1.2692  C18 1.092
42 H -3.4671 0.2977 3.3216  C19 1.091
43 H -2.6252 -0.6582 2.1086  C19 1.090
44 H -5.1393 0.9835 1.8867  C20 1.095
45 H -4.7006 -0.4829 0.9999  C20 1.089
46 H -2.5252 -1.9761 -0.0653  C21 1.079
47 H 4.3517 -2.2953 -0.7976  C26 1.079
48 H 6.4725 -1.0234 -0.7632  C27 1.078

Total energy, Eh: -1637.05939
HOMO, eV: -8.1
Charge: 0
Structure (SMILES): COc1ccc(Nc2ccc(S(=O)(=O)N3CCCCC3)cc2[N+](=O)[O-])cc1

Atomic partial charges in e from the natural (NBO) method, atoms 1 to 8: number 1, C, carries -0.25; number 2, O, carries -0.49; number 3, C, carries 0.30; number 4, C, carries -0.31; number 5, C, carries -0.17; number 6, C, carries 0.09; number 7, N, carries -0.57; number 8, C, carries 0.23

---

(3)
The following is a quantum chemistry calculation of a single C18H21N5O2S2 molecule at a distorted geometry, from the OMol25 dataset.

Bonds (Å) are listed after each position.
Cartesian coordinates (Å):
1 C -6.8447 -3.1805 -0.5088  C2 1.497, H28 1.090, H29 1.087, H30 1.087
2 C -5.7894 -2.1371 -0.3109  C1 1.497, C3 1.393, C27 1.391
3 C -6.0996 -0.7877 -0.4601  C2 1.393, C4 1.383, H31 1.080
4 C -5.1362 0.1838 -0.2595  C3 1.383, C5 1.381, H32 1.078
5 C -3.8576 -0.1982 0.0960  C4 1.381, S6 1.780, C26 1.380
6 S -2.6040 1.0495 0.2975  C5 1.780, O7 1.442, O8 1.435, N9 1.683
7 O -1.5650 0.5451 1.1610  S6 1.442
8 O -3.1986 2.3042 0.6590  S6 1.435
9 N -2.0647 1.1831 -1.2909  S6 1.683, C10 1.451, H33 1.015
10 C -1.4372 2.4557 -1.5940  N9 1.451, C11 1.538, H34 1.091, H35 1.091
11 C -0.3067 2.8052 -0.6122  C10 1.538, C12 1.485, H36 1.093, H37 1.092
12 C 0.5521 1.6180 -0.3723  C11 1.485, N13 1.305, N24 1.366
13 N 0.7551 0.6413 -1.2131  C12 1.305, N14 1.345
14 N 1.5389 -0.2769 -0.6202  N13 1.345, C15 1.305
15 C 1.8003 0.1591 0.5815  N14 1.305, S16 1.734, N24 1.363
16 S 2.7729 -0.6461 1.7705  C15 1.734, C17 1.839
17 C 3.5193 -1.9322 0.6889  S16 1.839, C18 1.490, H38 1.088, H39 1.090
18 C 4.7010 -1.3825 -0.0330  C17 1.490, C19 1.391, C23 1.394
19 C 5.9538 -1.3326 0.5696  C18 1.391, C20 1.384, H40 1.082
20 C 7.0168 -0.7874 -0.1292  C19 1.384, C21 1.387, H41 1.079
21 C 6.7814 -0.3030 -1.4074  C20 1.387, N22 1.322, H42 1.082
22 N 5.5945 -0.3382 -1.9879  C21 1.322, C23 1.320
23 C 4.5830 -0.8623 -1.3210  C18 1.394, N22 1.320, H43 1.082
24 N 1.2111 1.3692 0.7981  C12 1.366, C15 1.363, C25 1.433
25 C 1.1535 2.1135 2.0213  N24 1.433, H44 1.089, H45 1.093, H46 1.091
26 C -3.5250 -1.5290 0.2507  C5 1.380, C27 1.384, H47 1.079
27 C -4.4940 -2.4960 0.0475  C2 1.391, C26 1.384, H48 1.080
28 H -7.4349 -3.2856 0.4018  C1 1.090
29 H -7.5203 -2.8999 -1.3134  C1 1.087
30 H -6.4012 -4.1459 -0.7375  C1 1.087
31 H -7.1038 -0.5008 -0.7355  C3 1.080
32 H -5.3542 1.2345 -0.3625  C4 1.078
33 H -1.4136 0.4285 -1.4827  N9 1.015
34 H -1.0551 2.3983 -2.6141  C10 1.091
35 H -2.2168 3.2167 -1.5306  C10 1.091
36 H 0.2868 3.6329 -1.0101  C11 1.093
37 H -0.7496 3.1127 0.3372  C11 1.092
38 H 2.7298 -2.2414 0.0074  C17 1.088
39 H 3.7967 -2.7401 1.3654  C17 1.090
40 H 6.0881 -1.7143 1.5726  C19 1.082
41 H 8.0021 -0.7371 0.3082  C20 1.079
42 H 7.5765 0.1363 -1.9956  C21 1.082
43 H 3.6263 -0.8640 -1.8264  C23 1.082
44 H 1.8869 1.7048 2.7154  C25 1.089
45 H 0.1541 2.0182 2.4526  C25 1.093
46 H 1.3754 3.1642 1.8302  C25 1.091
47 H -2.5177 -1.7862 0.5380  C26 1.079
48 H -4.2438 -3.5398 0.1676  C27 1.080

Total energy, Eh: -1919.14240
HOMO, eV: -8.3
Charge: 0
Structure (SMILES): Cc1ccc(S(=O)(=O)NCCc2nnc(SCc3cccnc3)n2C)cc1

Atomic partial charges in e from the natural (NBO) method, atoms 1 to 8: number 1, C, carries -0.63; number 2, C, carries 0.02; number 3, C, carries -0.22; number 4, C, carries -0.15; number 5, C, carries -0.37; number 6, S, carries 2.30; number 7, O, carries -0.96; number 8, O, carries -0.95

---

(4)
The following is a quantum chemistry calculation of a single C18H21N5O3 molecule at a distorted geometry, from the OMol25 dataset.

Bonds (Å) are listed after each position.
Cartesian coordinates (Å):
1 C -5.8319 -0.8601 1.9434  C2 1.523, H27 1.088, H28 1.086, H29 1.087
2 C -6.5316 -1.1737 0.6272  C1 1.523, C3 1.529, H30 1.093, H31 1.093
3 C -6.2854 -0.1175 -0.4507  C2 1.529, C4 1.528, H32 1.091, H33 1.092
4 C -4.8441 -0.0754 -0.9551  C3 1.528, O5 1.414, H34 1.099, H35 1.099
5 O -4.0544 0.6367 -0.0227  C4 1.414, C6 1.353
6 C -2.7312 0.7961 -0.2579  O5 1.353, C7 1.400, C26 1.394
7 C -2.0249 1.5087 0.7181  C6 1.400, C8 1.374, H36 1.079
8 C -0.6760 1.7338 0.5820  C7 1.374, C9 1.396, H37 1.079
9 C 0.0050 1.2497 -0.5363  C8 1.396, C10 1.443, C25 1.391
10 C 1.4210 1.4816 -0.6901  C9 1.443, N11 1.351, N24 1.334
11 N 2.1563 1.0416 -1.7340  C10 1.351, N12 1.285
12 N 3.3631 1.4311 -1.5268  N11 1.285, N13 1.315
13 N 3.3706 2.0956 -0.3917  N12 1.315, C14 1.428, N24 1.311
14 C 4.5696 2.5774 0.2164  N13 1.428, C15 1.548, H38 1.090, H39 1.093
15 C 5.3673 1.3741 0.7737  C14 1.548, O16 1.207, N17 1.346
16 O 5.7407 1.3235 1.9205  C15 1.207
17 N 5.5928 0.4327 -0.1617  C15 1.346, C18 1.452, H40 1.016
18 C 5.9412 -0.9289 0.2044  N17 1.452, C19 1.495, H41 1.094, H42 1.092
19 C 4.7208 -1.7899 0.1286  C18 1.495, C20 1.365, O23 1.350
20 C 3.5143 -1.6825 0.7581  C19 1.365, C21 1.416, H43 1.071
21 C 2.6997 -2.7115 0.2278  C20 1.416, C22 1.360, H44 1.070
22 C 3.4699 -3.3622 -0.6843  C21 1.360, O23 1.343, H45 1.072
23 O 4.6917 -2.8087 -0.7562  C19 1.350, C22 1.343
24 N 2.1880 2.1518 0.1711  C10 1.334, N13 1.311
25 C -0.6937 0.5374 -1.5055  C9 1.391, C26 1.381, H46 1.079
26 C -2.0496 0.3102 -1.3722  C6 1.394, C25 1.381, H47 1.079
27 H -6.0570 -1.6263 2.6822  C1 1.088
28 H -4.7555 -0.8150 1.8084  C1 1.086
29 H -6.1656 0.1002 2.3291  C1 1.087
30 H -6.1984 -2.1468 0.2579  C2 1.093
31 H -7.6081 -1.2398 0.8025  C2 1.093
32 H -6.5381 0.8698 -0.0611  C3 1.091
33 H -6.9332 -0.3245 -1.3047  C3 1.092
34 H -4.4576 -1.0963 -1.0798  C4 1.099
35 H -4.8086 0.4337 -1.9287  C4 1.099
36 H -2.5691 1.8748 1.5744  C7 1.079
37 H -0.1299 2.2838 1.3324  C8 1.079
38 H 4.3034 3.2431 1.0376  C14 1.090
39 H 5.1714 3.1036 -0.5283  C14 1.093
40 H 5.1375 0.5457 -1.0634  N17 1.016
41 H 6.3390 -0.8911 1.2224  C18 1.094
42 H 6.7025 -1.3133 -0.4781  C18 1.092
43 H 3.2456 -0.9665 1.5085  C20 1.071
44 H 1.6847 -2.9271 0.4906  C21 1.070
45 H 3.2739 -4.2013 -1.3216  C22 1.072
46 H -0.1595 0.1647 -2.3658  C25 1.079
47 H -2.5663 -0.2430 -2.1405  C26 1.079

Total energy, Eh: -1197.97684
HOMO, eV: -8.4
Charge: 0
Structure (SMILES): CCCCOc1ccc(-c2nnn(CC(=O)NCc3ccco3)n2)cc1

Atomic partial charges in e from the natural (NBO) method, atoms 1 to 8: number 1, C, carries -0.61; number 2, C, carries -0.39; number 3, C, carries -0.41; number 4, C, carries -0.07; number 5, O, carries -0.50; number 6, C, carries 0.32; number 7, C, carries -0.26; number 8, C, carries -0.15

---

(5)
The following is a quantum chemistry calculation of 2 unconnected molecules or ions with the total composition C18H21N5O5P2S at a distorted geometry, from the OMol25 dataset.

Bonds (Å) are listed after each position.
Cartesian coordinates (Å):
1 C 1.3177 2.8284 -2.6149  N2 1.522, H28 1.193, H29 1.193, H30 1.170
2 N 0.2852 1.9280 -1.9512  C1 1.522, C3 1.512, C21 1.543
3 C -0.3521 0.7581 -2.6663  N2 1.512, P4 1.908, C6 1.658
4 P -0.1901 0.0664 -4.4368  C3 1.908, S5 1.944, H31 1.468, H32 1.469
5 S 1.1505 0.9306 -5.5488  P4 1.944
6 C -1.3401 0.0893 -1.5150  C3 1.658, C7 1.666, N18 1.520
7 C -2.2170 -1.2838 -1.8622  C6 1.666, C8 1.653, H33 1.193, H34 1.194
8 C -1.9357 -2.5045 -0.7841  C7 1.653, C9 1.652, H35 1.194, H36 1.170
9 C -0.3396 -2.9025 -0.6307  C8 1.652, O10 1.344, N11 1.512
10 O 0.4700 -2.8972 -1.7037  C9 1.344
11 N 0.1428 -3.3187 0.7403  C9 1.512, C12 1.511, H37 1.044
12 C 1.0917 -2.3226 1.3658  N11 1.511, C13 1.673, C17 1.639
13 C 1.0357 -2.1497 3.0285  C12 1.673, C14 1.670, H38 1.175
14 C 2.0747 -1.1137 3.8269  C13 1.670, C15 1.663, H39 1.191
15 C 3.2211 -0.2124 3.0278  C14 1.663, C16 1.646, H40 1.182
16 C 3.2517 -0.3725 1.3895  C15 1.646, C17 1.670, H41 1.171
17 C 2.2152 -1.4127 0.5942  C12 1.639, C16 1.670, H42 1.170
18 N -1.2846 0.8969 -0.2290  C6 1.520, P19 1.796, C21 1.524
19 P -2.2481 0.5378 1.2435  N18 1.796, O20 1.613, H43 1.451, H44 1.469
20 O -3.6644 -0.1155 0.8338  P19 1.613
21 C -0.2720 1.9999 -0.5139  N2 1.543, N18 1.524, C22 1.655
22 C 0.1813 3.1324 0.6043  C21 1.655, C23 1.627, C27 1.603
23 C -0.9531 3.9642 1.4220  C22 1.627, C24 1.626, H45 1.170
24 C -0.2478 4.9715 2.4865  C23 1.626, C25 1.604, H46 1.180
25 C 1.3512 5.0292 2.5935  C24 1.604, N26 1.490, H47 1.196
26 N 2.4259 4.3270 1.8379  C25 1.490, C27 1.489
27 C 1.7335 3.4173 0.8842  C22 1.603, N26 1.489, H48 1.196
28 H 0.8577 3.1138 -3.6781  C1 1.193
29 H 2.3236 2.2430 -2.8756  C1 1.193
30 H 1.5104 3.8348 -2.0501  C1 1.170
31 H 0.1630 -1.3520 -4.3011  P4 1.468
32 H -1.4998 0.0578 -5.1014  P4 1.469
33 H -1.8904 -1.7194 -2.9241  C7 1.193
34 H -3.3820 -1.0508 -1.9825  C7 1.194
35 H -2.4611 -3.4673 -1.2556  C8 1.194
36 H -2.3522 -2.3051 0.2910  C8 1.170
37 H -0.6625 -3.5646 1.3573  N11 1.044
38 H 0.2842 -2.7318 3.7198  C13 1.175
39 H 2.0771 -0.9970 5.0126  C14 1.191
40 H 3.9702 0.5033 3.5967  C15 1.182
41 H 4.0428 0.2225 0.7646  C16 1.171
42 H 2.3317 -1.4639 -0.5689  C17 1.170
43 H -1.4520 -0.3380 2.0837  P19 1.451
44 H -2.6103 1.7791 1.9400  P19 1.469
45 H -2.1163 3.8711 1.3385  C23 1.170
46 H -0.9152 5.6378 3.1954  C24 1.180
47 H 1.7749 5.7707 3.4313  C25 1.196
48 H 2.4871 2.7833 0.2053  C27 1.196
49 N -2.3461 -6.2746 -0.9052  O50 1.242, O51 1.242, O52 1.242
50 O -2.5313 -7.4629 -1.2164  N49 1.242
51 O -2.7245 -5.3675 -1.6648  N49 1.242
52 O -1.7826 -5.9936 0.1654  N49 1.242

Total energy, Eh: -2428.42930
HOMO, eV: -6.9
Charge: 0

Atomic partial charges in e from the natural (NBO) method, atoms 1 to 8: number 1, C, carries -0.46; number 2, N, carries -0.34; number 3, C, carries -0.20; number 4, P, carries 0.78; number 5, S, carries -0.54; number 6, C, carries 0.31; number 7, C, carries -0.46; number 8, C, carries -0.56